# 1
{"formula": "C26H30ClNSTi", "method": "ωB97M-V with the def2-TZVPD basis set", "total_charge": 2, "lumo_ha": -0.2961, "orbital_gap_ev": 4.51, "total_energy_ha": -2770.6614, "elements": ["H", "C", "H", "H", "C", "C", "H", "H", "H", "H", "C", "C", "H", "C", "H", "C", "H", "C", "H", "C", "H", "C", "C", "C", "C", "C", "H", "Cl", "C", "Ti", "H", "H", "H", "H", "C", "C", "H", "H", "H", "H", "C", "N", "C", "H", "H", "H", "C", "H", "H", "S", "C", "H", "H", "H", "C", "C", "C", "C", "C", "H"], "positions_angstrom": [[-0.0399, -0.9873, -7.7478], [0.3055, -3.6402, 6.0135], [1.0326, -3.1441, 0.2254], [2.0753, 1.5456, -7.1650], [-2.2064, 1.3752, 0.1755], [0.4168, 2.5929, 6.0586], [-0.9581, -0.8987, 2.2065], [-2.0311, 1.6793, -2.0718], [-0.8298, -2.2753, 7.2202], [1.6696, -2.8807, 2.9846], [-0.4889, 3.5070, 5.5033], [-2.4936, -0.9214, -0.0280], [0.7941, 2.7185, 7.0669], [0.3130, 1.2808, 4.0000], [2.9976, 0.7511, 0.5944], [-0.9136, 1.6578, -6.3646], [2.4390, 0.2498, -2.0871], [2.5017, -0.1152, 0.1544], [2.1328, 0.3708, -5.8049], [1.5732, 1.2079, -6.2324], [-0.7388, -0.4342, 5.5778], [-0.2960, -2.4205, 6.2859], [1.3423, -1.5211, -1.3150], [-0.2211, -1.3644, 5.3702], [-2.5175, 0.1988, 0.8661], [-0.0379, -0.6922, -6.6809], [1.4808, 2.0610, -5.5537], [0.3750, 1.4821, -1.5134], [1.3489, -2.1368, -0.0105], [-0.2578, -0.1283, -0.2941], [-1.1807, 2.1296, -7.3331], [-2.9282, 0.1748, 1.8784], [1.4835, -4.7442, 4.5835], [1.5410, 0.7788, 5.7063], [-0.9656, 3.3397, 4.1996], [1.1243, -2.7491, 3.9164], [-0.8917, 2.1072, 2.4216], [-2.1249, 2.3876, 0.5834], [-1.6701, 4.0622, 3.7675], [-0.8124, 4.3692, 6.0988], [0.5203, -1.5083, 4.1997], [-0.1939, -0.3256, 1.8105], [1.0154, -3.7984, 4.8251], [-2.8126, -1.9485, 0.1937], [2.6241, -1.6275, 1.7570], [-1.7744, 1.0814, -5.9961], [2.1374, -0.3143, -1.2145], [-2.2349, -0.9335, -2.3100], [-0.5969, 2.4471, -5.6667], [0.8850, -0.1075, 3.0528], [0.8289, 1.5021, 5.2921], [0.2551, -4.4604, 6.7307], [0.7740, -1.2311, -6.1711], [-1.0290, -0.9066, -6.2557], [-0.5457, 2.2309, 3.4413], [-2.2134, -0.3959, -1.3440], [0.2098, 0.7325, -6.4785], [-2.1133, 1.0138, -1.2112], [2.1496, -1.3007, 0.8438], [1.0556, -1.9582, -2.2754]]}

***

# 2
{"formula": "C22H23N5O3PtS3", "method": "ωB97M-V with the def2-TZVPD basis set", "total_charge": -2, "lumo_ha": 0.1548, "orbital_gap_ev": 5.05, "total_energy_ha": -2665.5016, "elements": ["H", "H", "S", "O", "H", "H", "H", "S", "Pt", "C", "C", "C", "N", "C", "H", "H", "H", "C", "C", "C", "H", "N", "H", "H", "N", "C", "O", "C", "S", "H", "C", "C", "H", "O", "H", "H", "C", "H", "C", "C", "C", "C", "H", "H", "C", "H", "H", "C", "C", "C", "C", "N", "N", "H", "C", "H", "H"], "positions_angstrom": [[3.2423, 1.1181, -3.2626], [1.0131, -0.8194, 4.9706], [-0.4652, -5.1098, -1.9761], [0.5600, -5.8912, -1.2903], [-0.7823, -0.8718, 3.2561], [0.9431, -0.0406, -4.4974], [2.0976, -0.4857, 0.1696], [-2.3445, -0.9432, -1.7240], [0.0182, -0.8774, -1.8245], [1.7261, -0.7535, -4.2530], [-0.9813, 2.0523, -1.9858], [-2.2843, 2.3690, 4.3060], [-0.3965, -0.6565, 0.5633], [-2.5865, -0.7738, -0.0155], [3.9389, -0.3944, 1.8732], [3.4940, -1.4154, -1.4880], [-2.9012, 1.0793, 5.9095], [-2.7765, 1.5472, 2.0792], [0.2561, -0.7636, 2.9724], [3.1617, -1.5617, -2.5174], [-3.8258, -0.6545, 4.4371], [-1.5448, -0.6740, 0.9560], [0.5362, 4.9778, -2.8454], [2.9799, 0.7542, -1.5532], [-3.9454, -0.5661, 1.8240], [-2.2479, 2.5099, 2.9190], [-0.6739, -5.5410, -3.3542], [-3.3883, 0.2413, 4.0068], [0.4590, -3.1945, -2.1709], [3.3788, -0.5557, 4.2772], [0.5748, -0.6586, 1.6204], [0.4069, 3.9204, -2.6367], [2.7684, -2.5759, -2.6076], [-1.6974, -4.9614, -1.2134], [1.3486, -1.7627, -4.4140], [-1.8650, 3.1278, 4.9538], [2.4964, 0.7622, -2.5356], [-4.3746, -1.3483, 2.2844], [-3.3494, 0.3780, 2.6089], [0.0812, 1.1391, -2.0935], [1.2647, -0.7332, 3.9202], [1.4747, 3.0409, -2.7638], [4.0186, -1.4232, -3.1932], [-1.6812, 4.0762, -2.1532], [-2.8647, 1.2226, 4.8347], [2.6066, -0.5717, -4.8925], [-1.9615, 1.6840, -1.7054], [2.9061, -0.4948, 2.1843], [1.8967, -0.5347, 1.2334], [2.5930, -0.5878, 3.5318], [1.3137, 1.6862, -2.4839], [-3.8009, -0.7708, 0.4357], [2.0963, -0.6153, -2.8352], [2.4482, 3.4091, -3.0818], [-0.8270, 3.4117, -2.2440], [-2.7455, 1.6866, 1.0049], [-1.7882, 3.3883, 2.4792]]}

***

# 3
{"formula": "C3H8O2P", "method": "ωB97M-V with the def2-TZVPD basis set", "smiles": "CC(C)[P@H](=O)[O-]", "total_charge": -1, "lumo_ha": 0.1482, "orbital_gap_ev": 8.39, "total_energy_ha": -611.0193, "elements": ["H", "H", "C", "H", "O", "C", "H", "H", "H", "P", "H", "C", "H", "O"], "positions_angstrom": [[-2.2462, 0.5661, 1.6625], [0.0966, 2.0331, -0.2932], [0.4565, 1.1458, 0.1805], [-0.3514, -1.7948, -1.3085], [-2.9312, -1.1365, 0.1474], [-0.3804, 0.0806, -0.3888], [-0.7459, 0.3170, -1.3986], [-0.0574, -1.9888, 0.3222], [1.5456, 1.1167, -0.2106], [-2.2213, 0.1460, 0.2517], [1.2299, -1.3967, -0.7425], [0.1584, -1.3423, -0.5075], [0.4565, 1.3640, 1.2862], [-2.9213, 1.1593, -0.5719]]}

***

# 4
{"formula": "C33H73O3P2", "method": "ωB97M-V with the def2-TZVPD basis set", "total_charge": 1, "lumo_ha": -0.0583, "orbital_gap_ev": 6.29, "total_energy_ha": -2209.2281, "elements": ["H", "C", "C", "H", "H", "C", "H", "H", "H", "H", "H", "H", "H", "O", "C", "C", "H", "H", "H", "H", "H", "H", "C", "C", "H", "H", "H", "H", "C", "H", "H", "H", "C", "H", "O", "C", "H", "C", "H", "C", "H", "H", "C", "C", "C", "H", "H", "H", "H", "H", "C", "H", "C", "C", "H", "H", "C", "H", "H", "H", "H", "H", "H", "C", "H", "H", "C", "P", "C", "H", "H", "H", "H", "H", "O", "C", "H", "H", "C", "H", "H", "C", "C", "H", "C", "H", "H", "H", "H", "C", "H", "H", "C", "C", "H", "H", "C", "C", "C", "H", "H", "H", "P", "H", "H", "H", "H", "H", "H", "H", "H"], "positions_angstrom": [[20.0515, 9.4933, -21.2249], [19.2533, 13.6721, -25.4743], [7.3909, 8.2900, -15.8398], [18.6994, 14.6102, -25.4397], [21.2276, 10.0755, -24.0369], [17.2374, 6.9226, -26.9301], [7.5285, 8.9345, -14.9716], [21.3891, 9.8937, -20.2407], [8.7626, 6.9763, -22.3856], [6.3046, 2.8822, -21.5573], [10.3093, 5.4972, -21.7725], [15.2729, 4.8687, -28.7685], [19.4261, 11.2374, -24.5279], [16.5819, 11.5671, -19.8071], [9.6438, 7.6629, -16.7859], [16.2088, 5.8205, -27.1630], [17.5607, 12.4754, -26.4347], [13.6747, 3.0597, -19.8040], [20.9645, 10.8959, -21.6897], [11.4022, 1.8715, -20.7513], [22.7300, 5.0966, -29.5322], [7.1724, 1.3349, -21.3499], [20.1069, 8.2139, -23.9147], [21.0651, 9.8902, -21.2814], [10.0888, 7.0426, -23.5136], [20.8805, 9.2156, -26.9820], [20.4093, 7.1738, -23.7929], [17.2134, 9.7535, -25.1158], [12.9226, 2.5536, -19.1986], [16.7856, 5.7306, -29.2916], [11.5185, 6.7243, -21.5138], [21.7738, 7.9069, -22.0056], [15.8867, 5.7647, -28.6760], [8.6844, 6.6012, -15.1957], [15.7770, 9.6320, -20.5004], [18.1720, 9.8292, -25.6292], [22.5364, 7.7144, -28.8350], [8.7486, 4.5676, -18.6412], [17.7226, 9.8033, -26.6219], [21.8596, 8.9657, -22.2498], [17.5834, 12.5596, -24.6985], [10.6714, 5.7690, -16.4463], [20.3219, 8.2809, -26.9320], [18.0280, 6.8965, -25.6099], [12.0803, 3.5299, -18.3651], [6.2831, 3.3009, -19.1333], [13.4101, 1.9231, -18.4550], [17.8959, 6.6740, -27.7624], [19.8574, 13.8247, -26.3686], [19.7608, 11.1682, -26.2889], [6.5567, 2.0867, -20.8561], [19.9736, 13.6153, -24.6582], [18.9874, 11.1425, -25.5212], [21.9424, 6.8957, -28.4288], [7.3088, 8.8901, -16.7461], [8.8148, 7.0193, -19.9460], [22.7847, 5.5577, -28.5461], [8.9641, 3.8485, -17.8509], [9.7175, 9.2270, -21.3707], [21.0783, 6.8234, -29.0893], [9.2487, 9.2906, -23.1004], [11.5770, 6.9650, -17.3597], [19.3973, 8.5360, -23.1526], [11.6840, 4.7506, -19.2741], [22.1055, 8.6571, -24.4222], [12.4671, 5.5066, -19.3319], [9.9157, 8.8354, -22.3684], [19.1846, 8.3271, -25.5011], [18.2295, 12.4979, -25.5743], [9.0644, 3.1208, -20.4215], [23.7932, 5.6827, -28.1519], [9.4183, 8.2351, -17.6858], [11.2975, 1.1141, -19.1990], [18.5292, 5.9293, -25.5721], [14.7757, 11.0919, -19.1114], [10.5886, 6.5251, -17.2270], [12.7117, 3.9450, -17.5796], [7.9546, 5.2746, -18.4008], [9.8845, 6.8188, -20.0062], [11.3932, 4.4346, -20.2759], [11.2420, 3.0249, -17.8852], [9.7824, 7.3403, -22.5108], [8.2902, 3.6816, -19.8979], [15.5037, 11.7140, -19.1801], [21.3870, 7.1761, -27.0064], [15.2626, 6.5832, -29.0349], [7.4914, 1.9509, -18.8775], [6.4185, 7.8384, -15.6435], [20.8790, 6.2558, -26.7182], [12.0116, 1.4721, -19.9406], [16.7120, 4.8957, -26.8807], [12.5611, 0.6328, -20.3669], [10.4531, 6.5165, -21.4144], [15.7187, 10.6899, -19.8655], [22.3119, 4.8203, -27.8975], [22.1986, 7.2974, -26.2890], [7.1111, 2.7240, -19.5453], [21.3561, 9.0380, -23.7284], [8.4401, 7.1446, -16.1084], [10.1696, 8.3054, -16.0795], [10.8875, 9.1453, -22.7527], [19.6241, 8.2789, -27.7693], [10.2205, 5.5725, -18.7024], [5.6541, 1.5339, -20.5956], [7.8567, 4.3447, -20.6465], [16.6687, 7.8094, -27.2099], [22.9069, 9.2628, -22.3044], [17.5541, 6.9861, -24.6324], [10.3687, 7.7554, -19.7296], [15.2606, 5.9245, -26.6355], [7.9068, 6.3871, -16.6828]]}

***

# 5
{"formula": "C5H12NO", "method": "ωB97M-V with the def2-TZVPD basis set", "total_charge": 1, "lumo_ha": -0.1701, "orbital_gap_ev": 8.70, "total_energy_ha": -327.4122, "elements": ["H", "C", "H", "H", "H", "H", "C", "H", "H", "H", "H", "C", "H", "C", "H", "C", "O", "N", "H"], "positions_angstrom": [[2.1547, 1.5455, -0.3540], [-1.1827, 0.2675, -2.1524], [-0.9635, -1.5689, 1.1335], [1.3583, -0.2280, 2.6485], [-1.3674, 0.8718, -3.0323], [0.0993, 0.5819, 0.0471], [-0.0264, -1.5961, 1.6872], [-0.4314, -1.5034, -1.3112], [-0.2577, 0.3922, 2.5565], [0.7414, -2.1528, 1.1560], [-0.2465, -2.0981, 2.6266], [0.4770, -0.2007, 2.0107], [2.8045, 0.6495, 1.1926], [1.9960, 0.9578, 0.5415], [-0.4426, -1.4607, -3.1169], [-0.6160, -0.9148, -2.2026], [-1.3226, 0.9265, -0.9397], [0.8170, 0.5624, 0.7970], [-2.0588, 1.5463, -0.9754]]}

***

# 6
{"formula": "C25H52N3O8", "method": "ωB97M-V with the def2-TZVPD basis set", "total_charge": 1, "lumo_ha": -0.1107, "orbital_gap_ev": 8.14, "total_energy_ha": -1749.4200, "elements": ["O", "C", "H", "C", "C", "H", "H", "C", "H", "C", "O", "C", "H", "C", "H", "H", "H", "H", "H", "H", "N", "H", "H", "H", "H", "H", "H", "H", "H", "O", "N", "C", "O", "O", "H", "O", "H", "C", "H", "C", "C", "O", "H", "C", "H", "H", "H", "C", "H", "H", "H", "N", "H", "H", "H", "C", "H", "H", "C", "C", "H", "C", "H", "C", "O", "H", "H", "C", "H", "C", "H", "H", "H", "H", "H", "H", "H", "H", "C", "C", "H", "H", "H", "C", "H", "H", "C", "C"], "positions_angstrom": [[6.5020, 1.8180, -1.9074], [3.7491, 4.4628, 3.7145], [1.6750, 0.7012, -3.4903], [-1.8860, -1.9315, 1.5119], [-0.0401, -2.4753, -0.4781], [1.6805, -0.7368, -6.5776], [4.6760, 2.5487, -2.4814], [-4.5862, -2.3477, 1.9429], [0.2959, 0.4643, -5.9037], [-8.7425, -1.6693, 2.3411], [6.8152, -0.4561, -1.9038], [3.4402, 5.7559, 2.9805], [-1.8878, -2.8092, 2.3070], [1.9915, -0.4088, -3.7102], [-8.9495, 2.5443, 1.2215], [10.4069, 0.2727, -2.8361], [2.8599, 4.1369, 4.2642], [-9.5530, -2.4524, 2.7354], [10.7061, -1.3181, -2.0916], [-9.6671, 0.8141, 0.9929], [2.3504, -1.9242, 0.0083], [-3.4545, -0.4349, 2.4575], [-5.8501, -1.5765, 3.6886], [4.6381, 0.8725, -1.9035], [6.7738, 3.2372, 0.0265], [-0.1899, -1.3018, -6.4991], [-8.6277, 1.8275, 3.5922], [-7.0084, 1.1082, 2.9515], [0.9714, -1.9499, 1.6270], [-7.6138, 1.0136, 0.4151], [2.5786, -1.0367, -2.4659], [-7.3342, -2.5048, 2.2192], [6.1921, 4.2697, 2.5535], [1.0970, -2.7530, -4.4874], [8.8355, -0.8681, -0.4409], [4.0714, 3.4172, 2.7894], [9.1856, -0.9876, -2.9426], [-5.9809, -1.6326, 2.5262], [7.5453, 2.4203, 1.4338], [-8.1903, 0.9944, 2.8573], [0.8087, -1.2989, -4.4370], [5.4554, 2.4254, 1.4023], [-4.9368, -2.9441, 0.9784], [0.6666, -0.6680, -5.9795], [-7.3873, -3.3621, 3.0438], [6.7688, 1.4665, 0.1561], [-7.3241, 1.1057, -1.7555], [-3.4084, -1.2502, 1.6016], [-9.7999, -0.2634, 3.8933], [4.5516, 4.5957, 4.4493], [2.6655, 5.5940, 2.2236], [0.3996, -1.1445, -1.0630], [1.4086, -2.9551, -5.4241], [-7.2818, -3.0755, 1.1812], [1.5577, -3.7052, 0.9129], [1.1559, -2.6278, 0.6784], [3.6275, -1.2067, -2.4624], [-9.1270, -1.3612, 1.2596], [9.3364, -0.0602, -0.9868], [6.7104, 2.3979, 0.7262], [3.2413, -2.4739, -0.0178], [5.2166, 1.5980, -2.4839], [-3.6841, -0.7780, 0.5498], [-8.1394, 0.8408, -0.9525], [8.4357, 1.0272, -1.2298], [-1.0640, -1.1601, 1.8496], [-8.0080, -0.7757, 4.3112], [-8.7146, 1.3942, 1.3568], [4.3225, 6.1339, 2.4550], [5.3299, 3.4490, 2.2831], [-4.2515, -3.1412, 2.7407], [10.1296, 0.3241, -0.3371], [0.0986, -3.4591, -1.1388], [-1.9349, -3.7551, 0.0609], [-8.5047, -0.2737, -1.1185], [2.8726, -0.3366, -4.5126], [-6.0435, -0.5933, 1.9879], [-0.1839, -0.7309, -1.8227], [7.2083, 0.6803, -1.6930], [1.8797, -1.3337, -1.3213], [3.1001, 6.5259, 3.6786], [-9.0488, 1.5961, -1.0554], [5.3267, 1.2645, -3.5206], [-1.6151, -2.6192, 0.0432], [-2.2560, -1.9839, -0.7376], [-0.2516, -1.1876, -3.9531], [-8.7312, -0.4432, 3.4273], [9.9471, -0.5552, -2.2862]]}

***

HOMO energy for every record listed, in sequence, given in Ha: -0.4620, -0.0309, -0.1600, -0.2895, -0.4897, -0.4100.